Below is the molecule C5H7NO, with properties calculated with ωB97M-V with the def2-TZVPD basis set.

Its structure (SMILES) is [H]/N=C1\OC[C@H]2C[C@@H]12. The value obtained for the orbital gap is 10.836 eV. As for the HOMO energy: -9.8 eV. The calculation puts the electronic energy at -8835.0374 eV. The net charge is 0. For the molecular weight, the calculation gives 97.1 g mol⁻¹.

Bonds (Å) are listed after each position.
Element x y z (Å)
1 H 2.73324 -1.50903 0.24068  N2 1.020
2 N 1.79398 -1.67544 0.60103  H1 1.020, C3 1.260
3 C 0.99831 -0.77017 0.23203  N2 1.260, O4 1.377, C8 1.487
4 O 1.30850 0.28686 -0.59381  C3 1.377, C5 1.436
5 C 0.40181 1.36227 -0.30499  O4 1.436, C6 1.509, H9 1.088, H10 1.099
6 C -0.85405 0.71560 0.22437  C5 1.509, C7 1.495, C8 1.496, H11 1.084
7 C -1.34880 -0.45116 -0.56773  C6 1.495, C8 1.512, H12 1.090, H13 1.085
8 C -0.43436 -0.66578 0.61736  C3 1.487, C6 1.496, C7 1.512, H14 1.080
9 H 0.16669 1.91841 -1.21028  C5 1.088
10 H 0.88743 2.00056 0.44605  C5 1.099
11 H -1.54697 1.32170 0.79720  C6 1.084
12 H -0.95318 -0.62334 -1.56826  C7 1.090
13 H -2.38193 -0.75543 -0.43374  C7 1.085
14 H -0.77067 -1.15506 1.52007  C8 1.080